<a>
An isolated molecule of C3H6O2. Source: the OMol25 dataset; level of theory: the ωB97M-V functional and the def2-TZVPD basis.

Bonds (Å) are listed after each position.
Cartesian coordinates (Å):
1 C 0.41 1.57 -0.42  C2 1.317, H6 1.197, H7 1.081
2 C 0.32 0.35 0.06  C1 1.317, O3 1.375, C4 1.618
3 O 1.01 -0.17 1.13  C2 1.375, H8 0.965
4 C -0.84 -0.70 -0.35  C2 1.618, O5 1.388, H9 1.090, H10 1.101
5 O -0.53 -2.02 -0.09  C4 1.388, H11 0.966
6 H -0.19 1.20 -1.38  C1 1.197
7 H 1.16 2.28 -0.09  C1 1.081
8 H 1.55 0.53 1.52  O3 0.965
9 H -1.09 -0.61 -1.41  C4 1.090
10 H -1.71 -0.37 0.24  C4 1.101
11 H -0.10 -2.06 0.78  O5 0.966

structure (SMILES)	C=C(O)CO
HOMO level	-9.32	eV
Kohn-Sham gap	0.3666	hartree

Results of the Mulliken charge analysis, in e, for atoms 1 through 8: -0.78, 0.55, -0.51, -0.49, -0.52, 0.17, 0.34, 0.32


<b>
A cluster of 2 separate species, C3H6O2 in total. Source: the OMol25 dataset; level of theory: the ωB97M-V functional and the def2-TZVPD basis.

Bonds (Å) are listed after each position.
Cartesian coordinates (Å):
1 O 0.60 4.94 -3.72  C2 1.186
2 C 1.18 4.96 -4.76  O1 1.186, O3 1.364, H4 1.095
3 O 0.64 4.42 -5.89  C2 1.364, H5 0.965
4 H 2.23 5.17 -4.97  C2 1.095
5 H -0.29 4.67 -5.80  O3 0.965
6 C -0.59 -4.06 4.83  C7 1.328, H8 1.086, H9 1.082
7 C -0.92 -4.08 3.55  C6 1.328, H10 1.078, H11 1.089
8 H -1.34 -3.91 5.60  C6 1.086
9 H 0.43 -3.98 5.20  C6 1.082
10 H -1.88 -4.16 3.07  C7 1.078
11 H -0.06 -3.96 2.88  C7 1.089

structure (SMILES)	O=CO.C=C
HOMO level	-10.12	eV
Kohn-Sham gap	0.4041	hartree

Results of the Mulliken charge analysis, in e, for atoms 1 through 8: -0.45, 0.25, -0.42, 0.30, 0.32, -0.44, -0.43, 0.22


<c>
A cluster of 3 separate species, C3H6O2 in total. Source: the OMol25 dataset; level of theory: the ωB97M-V functional and the def2-TZVPD basis.

Bonds (Å) are listed after each position.
Cartesian coordinates (Å):
1 C 0.68 0.56 0.24  C2 1.632, O4 1.302, O5 1.364, H8 1.103
2 C -0.59 -0.30 0.80  C1 1.632, C3 1.325, H9 1.079
3 C -1.00 -1.41 0.22  C2 1.325, H10 1.081, H11 1.083
4 O 1.58 -0.01 -0.51  C1 1.302
5 O -0.32 1.17 -0.46  C1 1.364
6 H 1.35 0.95 -1.51  no bonds
7 H 0.59 1.54 -1.57  no bonds
8 H 1.07 1.14 1.10  C1 1.103
9 H -0.99 0.11 1.72  C2 1.079
10 H -0.63 -1.71 -0.75  C3 1.081
11 H -1.74 -2.04 0.71  C3 1.083

HOMO level (spin up / spin down)	-9.57 / -9.57	eV
Kohn-Sham gap (spin up / spin down)	0.2943 / 0.2943	hartree

Results of the Mulliken charge analysis, in e, for atoms 1 through 8: 0.43, -0.31, -0.68, -0.57, -0.39, 0.12, 0.16, 0.33


Best to worst by energy: <b>, <a>, <c>.